No. 1
{"formula": "C34H60BrCl2IN3O10P2STi", "method": "ωB97M-V/def2-TZVPD", "total_charge": 3, "e_homo_ev": -15.2, "relative_energy_ev": 0.000, "orbital_gap_ev": 5.64, "species": ["Ti", "N", "C", "C", "C", "C", "N", "H", "H", "H", "H", "H", "H", "H", "H", "H", "H", "H", "H", "C", "C", "C", "O", "P", "O", "C", "P", "O", "O", "C", "C", "C", "O", "C", "C", "C", "O", "C", "C", "C", "H", "H", "H", "H", "H", "H", "H", "H", "H", "H", "H", "H", "H", "H", "H", "H", "H", "H", "H", "H", "H", "H", "H", "H", "H", "H", "H", "H", "H", "H", "Cl", "C", "Cl", "H", "H", "Br", "C", "C", "C", "C", "C", "C", "I", "H", "H", "H", "H", "C", "C", "C", "C", "C", "C", "C", "S", "O", "O", "N", "C", "C", "C", "O", "O", "H", "H", "H", "H", "H", "H", "H", "H", "H", "H", "H", "H"], "xyz": [[9.484, 17.398, 11.915], [9.180, 15.778, 10.637], [8.248, 14.568, 10.596], [6.983, 14.666, 11.398], [7.140, 14.534, 12.936], [7.238, 15.851, 13.673], [8.609, 16.445, 13.654], [8.966, 16.297, 9.758], [10.156, 15.468, 10.580], [8.821, 13.683, 10.884], [8.032, 14.529, 9.533], [6.320, 13.868, 11.050], [6.378, 15.533, 11.175], [7.927, 13.829, 13.173], [6.224, 14.105, 13.313], [6.981, 15.667, 14.745], [6.603, 16.607, 13.284], [9.249, 15.736, 13.960], [8.690, 17.203, 14.331], [15.509, 16.084, 13.139], [14.644, 15.042, 12.461], [14.830, 14.755, 10.981], [13.263, 15.509, 12.575], [12.317, 16.496, 13.292], [11.027, 16.296, 12.521], [12.907, 18.182, 13.049], [11.622, 19.432, 13.537], [10.278, 18.933, 12.953], [11.597, 19.411, 15.087], [11.427, 20.557, 16.021], [11.763, 20.071, 17.409], [9.923, 20.922, 15.896], [12.091, 20.748, 13.020], [12.249, 21.659, 11.756], [12.535, 23.022, 12.361], [10.931, 21.642, 11.036], [12.236, 16.442, 14.815], [12.236, 15.185, 15.677], [13.579, 15.047, 16.410], [11.067, 15.407, 16.648], [16.511, 15.673, 13.205], [15.261, 16.350, 14.186], [15.573, 17.021, 12.588], [14.615, 14.141, 13.043], [14.741, 15.649, 10.399], [14.098, 14.049, 10.641], [15.844, 14.296, 10.808], [13.306, 18.303, 12.038], [13.702, 18.331, 13.746], [12.029, 21.378, 15.655], [11.042, 19.313, 17.662], [11.652, 20.895, 18.116], [12.803, 19.706, 17.456], [9.301, 20.056, 16.251], [9.663, 21.226, 14.852], [9.739, 21.754, 16.576], [13.014, 21.218, 11.176], [11.624, 23.548, 12.600], [13.034, 23.727, 11.670], [13.198, 22.967, 13.261], [10.200, 22.050, 11.692], [10.681, 20.680, 10.592], [11.133, 22.350, 10.222], [12.097, 14.386, 14.992], [13.923, 15.968, 16.837], [14.337, 14.679, 15.787], [13.531, 14.346, 17.261], [11.216, 16.265, 17.292], [10.943, 14.442, 17.190], [10.182, 15.601, 16.105], [11.971, 17.326, 9.997], [11.979, 17.516, 8.137], [13.633, 17.318, 7.717], [11.619, 18.494, 8.026], [11.310, 16.799, 7.727], [10.998, 13.434, 8.541], [10.579, 11.693, 9.163], [10.227, 10.718, 8.243], [9.791, 9.487, 8.662], [9.664, 9.201, 10.079], [10.141, 10.149, 10.978], [10.545, 11.425, 10.524], [11.281, 12.844, 11.884], [10.303, 10.957, 7.211], [9.562, 8.699, 7.961], [9.316, 8.237, 10.481], [10.233, 9.995, 12.050], [5.622, 11.217, 6.937], [6.107, 12.633, 7.166], [7.399, 13.041, 6.757], [7.829, 14.340, 6.858], [6.929, 15.267, 7.298], [5.687, 14.949, 7.739], [5.268, 13.596, 7.719], [7.572, 16.919, 7.309], [7.590, 17.396, 5.969], [8.809, 17.022, 8.061], [6.490, 17.805, 8.332], [6.977, 19.213, 8.447], [7.004, 19.675, 9.905], [7.898, 18.764, 10.690], [7.512, 18.100, 11.751], [9.124, 18.600, 10.399], [6.396, 10.442, 6.798], [5.029, 11.236, 6.063], [5.088, 10.924, 7.778], [8.093, 12.320, 6.303], [8.811, 14.685, 6.458], [5.029, 15.717, 8.076], [4.326, 13.356, 8.154], [5.498, 17.820, 7.927], [6.378, 19.886, 7.857], [7.979, 19.267, 8.081], [6.052, 19.669, 10.463], [7.450, 20.678, 9.986]], "atomic_forces_ev_per_a": [[0.0832, 0.3035, 0.9402], [-0.2976, 0.3961, 0.1734], [0.3552, 0.4868, -0.3335], [-0.3823, -0.4124, 0.6638], [-0.5451, 0.5431, -1.0317], [0.6457, -0.5069, 1.4944], [-0.1015, 0.5406, -0.6429], [0.4063, -0.2690, 0.0811], [-0.1794, -0.3563, -0.3236], [-0.0759, 0.2627, -0.0751], [-0.2554, -0.5492, -0.0684], [0.3321, -0.2471, 0.0201], [0.1056, 0.6760, -0.1861], [0.3774, -0.0724, 0.2562], [-0.2877, -0.3226, 0.1028], [0.1376, 0.2991, -0.7198], [-0.8574, 0.3814, -0.3213], [0.5613, -0.4053, 0.0871], [-0.2135, 0.0243, 0.1812], [0.8326, -0.0670, 0.1568], [-0.1750, 0.7589, 0.4644], [1.7160, -0.4943, 0.7262], [-1.7914, 0.2406, 0.4290], [2.4485, 0.6055, -1.5618], [-1.6125, 0.4844, 0.1421], [-1.3335, 0.1733, 0.3776], [0.6357, -2.1520, -0.1548], [-0.3321, -0.8464, -0.5325], [0.4947, -0.2278, -0.6477], [-2.0373, 0.1714, -0.1986], [0.7757, 0.3569, -0.5317], [0.4110, -0.3337, 0.1340], [0.4618, 1.8066, -0.6313], [-1.5161, 0.3940, 1.5155], [1.3552, 0.4735, 0.1618], [1.3645, 0.1796, -0.8779], [0.1483, -0.9415, 0.8513], [0.1436, 1.4105, 1.6744], [-1.1746, -0.0560, 0.5651], [1.1689, -1.4742, -0.1886], [0.3126, 0.0880, -0.1003], [-0.3425, -0.4974, -0.5173], [-0.0089, -0.0337, -0.2892], [0.3481, -0.6046, 0.1672], [0.0489, 0.6241, -0.3354], [-0.4453, -0.4055, -0.0827], [-0.9181, 0.5185, 0.1784], [-0.3707, 0.1899, 0.0783], [0.7172, 0.1018, 0.4996], [0.3724, 0.0158, -0.0084], [-0.0632, -0.4996, 0.3129], [0.0477, -0.0250, -0.0804], [-0.5120, 0.0270, 0.1077], [0.5096, 0.7740, -0.5114], [0.0869, -0.2609, 0.8534], [-0.1970, 0.0884, -0.1469], [1.0637, -0.4621, -0.2393], [-0.4478, -0.1415, 0.4109], [-0.0306, -0.7281, -0.0139], [-0.6129, -0.0784, -0.7892], [-0.9216, 0.1462, 0.2908], [-0.1185, -0.0143, 0.1848], [-0.5035, -0.0566, -0.0534], [-0.3744, -0.8993, -0.4556], [-0.0636, 0.7257, 0.1352], [1.1098, -0.5149, -1.1059], [-0.4276, 0.1406, -0.4299], [0.3593, -0.1373, 0.3087], [-0.0440, 0.9176, 0.0095], [-1.1849, 0.0554, -0.6778], [-0.5970, -0.1213, -0.4338], [0.7146, -0.3969, 1.6156], [0.2837, -0.0247, -0.7107], [-0.2880, 1.3061, -0.5020], [-0.3048, -0.6752, -0.2101], [0.1625, 0.0042, -0.3701], [-0.2907, 0.2737, 0.7049], [-0.0329, 0.0515, 0.3177], [-0.4535, -0.9013, 2.3240], [0.8179, 0.4039, -1.0491], [-0.0107, 0.9008, -0.1291], [0.1565, -0.6400, -0.2403], [0.0269, -0.3286, 0.1985], [0.0557, 0.0205, -0.7758], [-0.1251, 0.0787, -0.1552], [0.2023, 0.5112, -0.5593], [-0.3300, -0.3798, -0.1972], [2.0257, 0.5772, -0.1294], [0.8501, -0.0978, -0.2266], [0.1647, -0.9881, -0.3338], [1.1865, -0.1178, -1.1907], [0.7639, 1.6241, 0.6920], [-1.0464, -1.4160, 0.2729], [1.1329, 1.2015, -0.2121], [-1.6114, 0.5436, 0.4245], [0.0929, 0.3050, -0.1712], [0.4169, -0.5176, 0.1974], [-1.0353, -0.0580, -1.3636], [-0.5873, -0.3656, 0.4900], [0.0098, -0.4692, 1.0448], [-1.0839, -0.2482, 1.3636], [1.4393, 0.4359, -1.2810], [0.5288, -0.1572, -0.0190], [0.0180, 0.6998, -0.0441], [-0.9300, -0.2165, -0.8753], [-1.4259, -0.6476, 1.3291], [-0.4907, 0.1626, 0.2959], [-0.7905, -0.5981, 0.4811], [-0.4672, 0.2224, 0.3626], [-0.6641, -0.2797, -0.0446], [1.9103, -0.1959, 0.6040], [-0.2584, 0.2233, -0.1888], [0.6831, 0.0872, -0.3616], [0.1471, 0.0821, -0.6767], [-0.1475, -0.1624, -0.1390]]}

No. 2
{"formula": "C34H60ClN8", "method": "ωB97M-V/def2-TZVPD", "total_charge": 1, "e_homo_ev": -12.4, "orbital_gap_ev": 9.99, "species": ["C", "C", "C", "C", "N", "C", "N", "C", "C", "C", "C", "Cl", "C", "H", "H", "H", "H", "H", "H", "H", "H", "H", "H", "H", "H", "H", "H", "H", "H", "H", "H", "C", "C", "C", "C", "N", "H", "H", "H", "H", "H", "H", "H", "C", "C", "C", "C", "N", "H", "H", "H", "H", "H", "H", "H", "C", "C", "C", "C", "N", "H", "H", "H", "H", "H", "H", "H", "C", "C", "C", "C", "N", "H", "H", "H", "H", "H", "H", "H", "C", "C", "C", "C", "N", "H", "H", "H", "H", "H", "H", "H", "C", "C", "C", "C", "N", "H", "H", "H", "H", "H", "H", "H"], "xyz": [[-0.294, -5.557, 2.443], [-0.019, -4.154, 1.892], [-1.194, -3.626, 1.053], [1.251, -4.189, 1.034], [2.319, -3.258, 1.475], [3.525, -3.262, 0.933], [4.289, -2.339, 1.525], [3.539, -1.705, 2.492], [3.961, -0.587, 3.393], [3.385, -0.706, 4.813], [2.061, 0.045, 4.996], [4.583, 0.093, 5.896], [2.296, -2.276, 2.452], [-1.246, -5.575, 2.964], [0.489, -5.806, 3.159], [-0.291, -6.305, 1.653], [0.060, -3.495, 2.754], [-2.096, -3.732, 1.646], [-0.978, -2.580, 0.856], [-1.248, -4.179, 0.118], [1.683, -5.184, 1.070], [1.031, -3.940, 0.001], [3.862, -3.891, 0.129], [5.244, -2.099, 1.317], [3.627, 0.354, 2.960], [5.046, -0.545, 3.447], [3.299, -1.746, 5.108], [1.192, -0.549, 4.728], [2.105, 0.949, 4.392], [1.995, 0.376, 6.025], [1.442, -2.050, 3.055], [-1.932, 1.829, -1.909], [-0.632, 1.135, -1.520], [-0.856, -0.192, -0.793], [-1.497, -0.021, 0.511], [-1.994, 0.112, 1.538], [-2.511, 2.110, -1.029], [-1.726, 2.732, -2.471], [-2.548, 1.179, -2.533], [-0.032, 1.809, -0.901], [-0.056, 0.931, -2.419], [0.104, -0.694, -0.642], [-1.464, -0.854, -1.413], [3.318, -8.450, 0.377], [2.131, -8.928, -0.453], [2.178, -8.438, -1.904], [2.051, -6.986, -2.001], [1.944, -5.845, -2.075], [3.330, -7.361, 0.464], [3.269, -8.863, 1.384], [4.262, -8.767, -0.070], [1.201, -8.602, 0.017], [2.116, -10.018, -0.461], [1.366, -8.894, -2.473], [3.110, -8.750, -2.380], [-4.540, 5.483, 0.720], [-5.805, 5.150, -0.065], [-5.718, 3.810, -0.799], [-4.704, 3.817, -1.852], [-3.903, 3.817, -2.674], [-3.679, 5.601, 0.060], [-4.667, 6.417, 1.267], [-4.309, 4.697, 1.444], [-6.013, 5.951, -0.775], [-6.650, 5.108, 0.621], [-6.684, 3.578, -1.250], [-5.499, 3.006, -0.093], [3.975, 0.274, -3.673], [3.599, -0.218, -5.068], [2.260, 0.333, -5.582], [1.127, -0.137, -4.794], [0.233, -0.496, -4.169], [3.253, -0.061, -2.925], [4.956, -0.115, -3.390], [4.021, 1.355, -3.640], [3.570, -1.310, -5.070], [4.379, 0.081, -5.770], [2.124, 0.016, -6.618], [2.266, 1.419, -5.579], [-7.713, 3.024, 4.945], [-6.813, 4.184, 4.535], [-7.598, 5.400, 4.032], [-8.317, 5.118, 2.790], [-8.873, 4.896, 1.811], [-8.280, 2.641, 4.096], [-7.116, 2.203, 5.343], [-8.420, 3.331, 5.718], [-6.113, 3.851, 3.766], [-6.215, 4.496, 5.393], [-6.915, 6.231, 3.853], [-8.308, 5.732, 4.791], [4.540, 5.613, -5.227], [3.842, 6.005, -3.929], [3.769, 4.854, -2.920], [2.933, 3.755, -3.395], [2.272, 2.893, -3.767], [3.990, 4.831, -5.754], [4.615, 6.471, -5.892], [5.551, 5.248, -5.034], [2.837, 6.368, -4.149], [4.384, 6.831, -3.466], [3.358, 5.217, -1.976], [4.771, 4.477, -2.704]], "atomic_forces_ev_per_a": [[0.3106, 0.3739, 0.1685], [-0.5647, -0.4161, -0.3179], [0.9076, -0.1379, 0.5114], [-0.0508, 0.2441, 0.3910], [0.4195, 0.2665, 0.0721], [0.3860, -0.0822, -0.3033], [-0.6000, 0.3611, 0.5803], [-1.0488, 0.1334, 0.3834], [0.2526, -0.3624, -0.3353], [-0.0830, 0.6833, -0.0477], [0.5967, 0.0262, -0.0693], [0.0522, -0.2152, 0.0842], [0.6853, -0.2139, -0.3260], [-0.1185, -0.1085, 0.0122], [-0.0018, -0.2255, 0.0467], [-0.1219, -0.0748, -0.0974], [0.2896, 0.0666, 0.0167], [-0.3024, 0.1651, -0.2322], [-0.4132, 0.1445, -0.2180], [-0.2835, -0.0212, -0.0759], [0.1396, -0.0673, -0.1159], [-0.0014, -0.0464, -0.1323], [-0.1389, -0.1467, -0.0667], [0.0776, -0.2101, -0.2041], [0.0707, 0.1426, -0.0389], [0.0904, -0.0783, -0.0277], [0.1674, -0.0910, 0.1827], [-0.1081, -0.0177, -0.0396], [-0.2245, 0.0734, -0.0994], [-0.3175, -0.1958, 0.1556], [-0.1773, -0.0389, -0.0339], [0.3301, -0.2815, 0.1946], [-0.1389, 0.3555, -0.1014], [0.2526, 0.0686, -0.1611], [-0.0736, -0.0490, -0.0303], [0.0873, -0.0145, 0.0501], [-0.0269, -0.0057, 0.0097], [-0.0229, 0.0409, -0.0346], [-0.0170, 0.0333, -0.0250], [0.0130, -0.0976, 0.0892], [0.0200, -0.0607, 0.0865], [-0.0384, -0.0497, 0.0622], [-0.0568, 0.0008, 0.0438], [-0.0759, -0.0011, 0.0130], [0.1748, 0.0407, 0.1905], [-0.1603, -0.2662, 0.0845], [0.0410, 0.0065, -0.1353], [0.0576, 0.0819, 0.2446], [0.0209, 0.0032, -0.0402], [0.0215, 0.0104, 0.0050], [0.0106, 0.0167, 0.0023], [-0.0451, -0.0197, -0.0722], [-0.0400, -0.0017, -0.0747], [-0.0128, 0.0984, -0.0607], [0.0347, 0.0956, -0.0113], [-0.0241, 0.0074, -0.0638], [0.1911, 0.1640, 0.2321], [-0.2741, 0.1376, 0.0659], [0.0015, -0.1138, -0.0165], [-0.2131, 0.2496, -0.0580], [0.0111, -0.0379, 0.0079], [0.0214, 0.0011, 0.0043], [0.0168, -0.0045, -0.0071], [-0.0386, -0.0595, -0.0603], [-0.0650, -0.0692, -0.1129], [0.0398, -0.0371, -0.0675], [0.0958, -0.0174, -0.0458], [0.1430, -0.3256, -0.0191], [0.0803, 0.0443, 0.2185], [0.3846, -0.2301, -0.3336], [-0.0945, 0.1523, -0.0172], [0.0659, -0.2006, -0.0120], [-0.0525, 0.0680, -0.0198], [-0.0237, -0.0454, -0.0130], [0.0156, 0.0664, 0.0264], [-0.0353, -0.0015, -0.0860], [-0.0594, -0.0054, -0.0713], [-0.1451, -0.0596, 0.0414], [-0.0860, 0.0325, 0.1154], [0.0440, -0.0002, -0.0546], [-0.0729, -0.2215, 0.1279], [0.2936, 0.0054, 0.1101], [-0.1372, 0.0933, 0.0420], [0.0375, -0.0653, 0.0067], [-0.0274, 0.0295, 0.0036], [-0.0177, -0.0112, 0.0054], [-0.0099, -0.0039, -0.0040], [0.0070, 0.0756, -0.0297], [0.0076, 0.0854, -0.0344], [-0.0617, 0.0318, -0.0849], [-0.0817, -0.0275, -0.0541], [-0.0551, -0.0071, 0.0259], [0.1325, 0.0424, -0.2468], [-0.0105, 0.3206, 0.0717], [-0.0513, -0.0204, 0.0660], [-0.0833, 0.2908, 0.0791], [0.0088, -0.0171, 0.0154], [0.0096, -0.0119, -0.0177], [0.0025, -0.0025, -0.0077], [-0.0287, -0.0247, 0.0767], [-0.0273, -0.0286, 0.0873], [-0.0597, -0.0933, 0.0092], [-0.0190, -0.0914, -0.0535]]}

> Number 2 is which compound?

C34H60ClN8